Density functional theory data (ωB97M-V/def2-TZVPD) for a 14-piece molecular cluster, C42H114N2O22 overall at a distorted geometry.

The gap between HOMO and LUMO comes out at 9.07 eV. The energy relative to the best compared isomer or geometry (same formula, charge and spin) comes out at 5.2 kcal/mol. As for the strongest force on any atom: 2.4 eV Å⁻¹.

Last column: Löwdin charge in e.
Element x y z (Å)
C (-4.0449, -0.9026, 3.4118)  -0.24
C (-4.3715, -2.0709, 2.5100)  -0.26
O (-3.1702, -2.6352, 2.0356)  -0.09
O (-3.5619, 0.1954, 2.6543)  -0.11
H (-3.3718, -1.2612, 4.1920)  0.13
H (-4.9647, -0.5535, 3.9005)  0.11
H (-5.0691, -1.7926, 1.7045)  0.09
H (-4.9695, -2.8461, 2.9979)  0.12
H (-2.6385, -1.9148, 1.6331)  0.03
H (-2.7683, 0.5650, 3.0724)  -0.02
C (1.0948, -1.9172, -2.5630)  -0.24
C (0.4486, -3.2323, -2.1001)  -0.21
O (-0.3645, -3.0068, -0.9447)  -0.07
O (0.1553, -1.1378, -3.2677)  -0.08
H (1.8438, -2.1658, -3.3160)  0.12
H (1.5021, -1.4065, -1.6824)  0.11
H (1.2269, -3.9756, -1.8783)  0.10
H (-0.1241, -3.6478, -2.9322)  0.13
H (-1.1671, -3.5106, -1.1206)  0.10
H (-0.5868, -0.8990, -2.6847)  0.05
C (1.4666, 1.3348, 5.2496)  -0.23
C (1.8209, -0.0259, 5.8035)  -0.22
O (2.5851, -0.7679, 4.8851)  -0.08
O (0.8198, 1.2746, 4.0068)  -0.08
H (2.4256, 1.8752, 5.2002)  0.13
H (0.9050, 1.9534, 5.9474)  0.11
H (0.9498, -0.5761, 6.1882)  0.13
H (2.3580, 0.1222, 6.7553)  0.13
H (2.7385, -1.6565, 5.2400)  0.06
H (1.4143, 0.8708, 3.3391)  0.06
C (2.3171, -4.9050, 1.2141)  -0.22
C (1.2406, -5.7489, 1.8756)  -0.24
O (1.3057, -7.1109, 1.5346)  -0.05
O (3.5496, -4.9747, 1.9291)  -0.09
H (2.0074, -3.8586, 1.1666)  0.09
H (2.4592, -5.2702, 0.1906)  0.11
H (0.2621, -5.3274, 1.6368)  0.12
H (1.2943, -5.6688, 2.9711)  0.12
H (2.2140, -7.4211, 1.5029)  0.09
H (4.1501, -4.3122, 1.5583)  0.04
C (4.5394, -3.7184, 4.4393)  -0.21
C (4.9479, -2.6336, 3.4425)  -0.20
O (5.1754, -1.3252, 3.9799)  -0.09
O (3.4572, -3.4029, 5.3192)  -0.06
H (5.4004, -4.0358, 5.0382)  0.12
H (4.3091, -4.6040, 3.8369)  0.10
H (4.1128, -2.4639, 2.7522)  0.09
H (5.8680, -2.8948, 2.9283)  0.13
H (4.3576, -0.9469, 4.3313)  0.05
H (3.3924, -4.1483, 5.9209)  0.10
C (-5.2357, 2.5325, -0.5102)  -0.23
C (-4.5304, 3.5819, 0.3229)  -0.25
O (-5.4124, 4.4542, 1.0126)  -0.05
O (-5.7499, 3.0990, -1.7142)  -0.08
H (-6.0387, 2.0526, 0.0525)  0.12
H (-4.5105, 1.7545, -0.7559)  0.08
H (-3.7263, 4.0480, -0.2517)  0.12
H (-4.0287, 3.0177, 1.1178)  0.11
H (-5.6372, 5.1669, 0.4036)  0.09
H (-6.7039, 3.1845, -1.6630)  0.09
C (4.1288, 4.5430, 0.5140)  -0.14
O (3.3919, 3.6169, -0.2146)  -0.19
C (2.0272, 3.5212, 0.1419)  -0.22
C (1.3311, 2.6320, -0.8619)  -0.22
N (1.2677, 3.2788, -2.1830)  -0.02
C (0.6270, 2.3577, -3.1007)  -0.23
C (1.1558, 2.5291, -4.5333)  -0.20
O (2.5519, 2.3977, -4.5885)  -0.18
C (3.0580, 1.1249, -4.2748)  -0.10
H (4.1680, 4.3919, 1.5961)  0.09
H (3.8619, 5.5964, 0.3404)  0.09
H (5.1547, 4.5526, 0.1342)  0.09
H (1.5674, 4.5085, 0.0124)  0.13
H (1.8874, 3.0645, 1.1290)  0.12
H (0.2937, 2.5433, -0.5266)  0.11
H (1.8133, 1.6439, -0.8274)  0.11
H (2.2456, 3.4521, -2.4011)  0.11
H (-0.4665, 2.4419, -3.0790)  0.11
H (0.7498, 1.3145, -2.7767)  0.08
H (0.8916, 3.5345, -4.8536)  0.13
H (0.6655, 1.7589, -5.1376)  0.10
H (4.1353, 1.1430, -4.4307)  0.09
H (2.6178, 0.3511, -4.9147)  0.09
H (2.8661, 0.9017, -3.2177)  0.07
C (-2.7036, 0.3399, -2.4581)  -0.09
O (-1.6011, 0.3344, -1.5804)  -0.22
C (-1.9300, 0.6488, -0.2334)  -0.19
C (-0.8277, 0.2721, 0.7458)  -0.17
N (-0.9872, -1.0983, 1.2166)  -0.05
C (-0.0698, -1.4072, 2.2811)  -0.18
C (1.4338, -1.2829, 2.0479)  -0.19
O (1.8619, 0.0539, 1.7978)  -0.22
C (3.2632, 0.1211, 1.5826)  -0.07
H (-2.4031, 0.0033, -3.4498)  0.08
H (-3.0888, 1.3653, -2.5298)  0.08
H (-3.5232, -0.2824, -2.0793)  0.09
H (-2.8974, 0.2462, 0.0872)  0.11
H (-2.0520, 1.7433, -0.2422)  0.12
H (-0.8042, 1.0118, 1.5492)  0.12
H (0.1380, 0.4001, 0.2454)  0.10
H (-0.8471, -1.6789, 0.3925)  0.08
H (-0.2367, -2.4279, 2.6456)  0.13
H (-0.4052, -0.8742, 3.1789)  0.12
H (1.6719, -1.8560, 1.1439)  0.10
H (1.9112, -1.6749, 2.9496)  0.11
H (3.7921, 0.2439, 2.5371)  0.08
H (3.5116, 1.0480, 1.0618)  0.09
H (3.6650, -0.7592, 1.0838)  0.07
C (-4.7101, 2.4331, -4.9934)  -0.06
C (-4.3022, 3.8759, -5.1522)  -0.47
C (-3.4159, 4.3440, -4.0007)  -0.05
O (-3.5381, 3.9877, -6.3599)  -0.06
H (-5.4207, 2.3923, -4.1614)  0.07
H (-3.9143, 1.7218, -4.7667)  0.04
H (-5.2327, 1.8928, -5.7870)  0.08
H (-5.1692, 4.5465, -5.2226)  0.14
H (-3.2487, 5.4244, -4.0092)  0.08
H (-2.4513, 3.8381, -4.0459)  0.07
H (-3.8981, 4.1635, -3.0343)  0.06
H (-3.4628, 4.9237, -6.5730)  0.08
C (-0.3494, -0.5287, -7.2916)  -0.05
C (-1.7304, -0.9051, -6.8154)  -0.49
C (-2.7568, 0.2336, -6.8682)  -0.05
O (-2.1555, -2.0028, -7.6357)  -0.06
H (0.1224, 0.1834, -6.6177)  0.06
H (-0.4868, -0.0903, -8.2856)  0.09
H (0.3060, -1.3889, -7.4159)  0.08
H (-1.6375, -1.2819, -5.7876)  0.12
H (-2.3219, 1.0908, -6.3478)  0.07
H (-3.6475, -0.0862, -6.3289)  0.07
H (-2.9744, 0.5652, -7.8816)  0.09
H (-3.0420, -2.2705, -7.3770)  0.08
C (4.6703, -1.3699, -1.4856)  -0.05
C (4.2267, -2.7067, -0.9040)  -0.47
C (4.4237, -3.7755, -1.9914)  -0.04
O (5.0813, -3.0891, 0.1732)  -0.07
H (4.1127, -1.0686, -2.3766)  0.07
H (5.7402, -1.2998, -1.6945)  0.09
H (4.4820, -0.5037, -0.8420)  0.06
H (3.1990, -2.6179, -0.5568)  0.11
H (5.4911, -3.7891, -2.2190)  0.09
H (3.9003, -3.6144, -2.9315)  0.08
H (4.1393, -4.7112, -1.5059)  0.08
H (5.9974, -3.1111, -0.1185)  0.10
C (-4.1182, 2.1920, 4.9063)  -0.04
C (-2.6843, 2.5971, 4.6044)  -0.42
C (-1.8806, 3.0956, 5.7874)  -0.04
O (-2.1080, 1.3925, 4.0540)  -0.08
H (-4.5905, 1.9080, 3.9664)  0.07
H (-4.7095, 3.0437, 5.2588)  0.08
H (-4.2009, 1.4140, 5.6626)  0.09
H (-2.6732, 3.3538, 3.8136)  0.14
H (-1.0693, 3.7360, 5.4263)  0.08
H (-1.3642, 2.2776, 6.2911)  0.07
H (-2.4783, 3.6857, 6.4801)  0.08
H (-1.1364, 1.4632, 3.9595)  0.08
C (7.8760, 2.5435, 2.9665)  -0.07
C (6.9331, 1.3902, 2.9600)  -0.50
C (6.7792, 0.7521, 1.5815)  -0.05
O (7.4284, 0.4167, 3.9007)  -0.06
H (7.9451, 3.0466, 3.9363)  0.08
H (7.5549, 3.3721, 2.3248)  0.08
H (8.9123, 2.3362, 2.6949)  0.09
H (5.9280, 1.6895, 3.2829)  0.13
H (6.0541, -0.0622, 1.5376)  0.05
H (7.7294, 0.4115, 1.1698)  0.09
H (6.3827, 1.5434, 0.9327)  0.08
H (6.7534, -0.2830, 3.8795)  0.04
C (-7.2719, -3.2210, -2.0093)  -0.06
C (-6.9805, -2.5891, -0.6374)  -0.49
C (-6.7964, -1.0748, -0.7265)  -0.05
O (-8.1037, -2.8997, 0.1901)  -0.05
H (-7.0327, -4.2872, -2.0587)  0.07
H (-6.6662, -2.7923, -2.8132)  0.07
H (-8.3305, -3.1486, -2.2546)  0.08
H (-6.0806, -3.0559, -0.2289)  0.13
H (-7.8006, -0.6541, -0.8165)  0.09
H (-6.2384, -0.7883, -1.6146)  0.07
H (-6.3574, -0.7532, 0.2171)  0.06
H (-7.8624, -3.5560, 0.8466)  0.09